[1]
The following is a quantum chemistry calculation of a cluster of 2 separate species, C2H4N2O2 in total, from the OMol25 dataset.

Output
Kohn-Sham gap in hartree: 0.401
E_tot in Ha: -338.5100
ΔE to the lowest compared entry with this formula, charge and spin in eV: 3.896
LUMO in Ha: 0.0359

```
10
Properties=species:S:1:pos:R:3:forces:R:3
C 0.3486 -0.5089 0.2258 0.83 -1.13 -1.42
C 1.7607 -0.0495 -0.0814 -1.75 0.40 0.55
N -1.6109 1.0434 -0.2770 0.61 0.77 0.06
N -2.5889 0.5429 -0.1243 1.42 1.43 -0.74
O -0.3010 -1.2760 -0.4461 0.67 -0.20 -0.22
O -3.6515 0.1157 -0.0493 -2.65 -1.55 0.51
H -0.1307 -0.1297 1.0740 -0.39 0.91 1.95
H 1.9880 -0.4184 -1.0555 0.68 -0.08 -0.56
H 2.4071 -0.3550 0.7118 0.65 -0.71 0.37
H 1.7786 1.0355 0.0221 -0.06 0.16 -0.49
```
Positions in Å, forces in eV/Å.

Löwdin atomic charge list, values in e, 8 entries: -0.3618, -0.0305, 0.2449, -0.2872, 0.0111, 0.1281, 0.0709, 0.0736

***

[2]
The following is a quantum chemistry calculation of the molecule C5H9NO, from the OMol25 dataset.

Output
Kohn-Sham gap in hartree: 0.344
E_tot in Ha: -325.8783
ΔE to the lowest compared entry with this formula, charge and spin in eV: 1.613
LUMO in Ha: 0.0324

```
16
Properties=species:S:1:pos:R:3:forces:R:3
O 1.4226 2.3043 -0.0506 0.02 0.11 0.07
C 1.4699 1.2899 -0.7021 -0.15 0.50 0.51
C 0.2731 0.7022 -1.3716 0.64 -0.50 -0.72
C -0.1316 -0.6430 -0.7621 -0.80 0.09 0.01
C -0.5084 -0.5925 0.7004 -0.58 0.65 0.62
C -0.4309 -1.6581 1.4985 0.57 -0.44 -0.92
N -1.1627 0.6160 1.0819 0.27 -1.53 -0.79
H 2.4323 0.7577 -0.7675 0.03 -0.27 -0.21
H -0.5585 1.4045 -1.3901 0.11 0.05 0.12
H 0.5869 0.4876 -2.4059 -0.24 0.15 0.10
H -1.0842 -0.8860 -1.2556 0.28 -0.20 -0.10
H 0.5804 -1.4370 -1.0003 -0.03 0.12 0.23
H -0.7976 -1.7524 2.5110 0.03 0.28 -0.02
H 0.0373 -2.5236 1.0325 -0.20 -0.11 0.40
H -1.5330 0.5103 2.0105 0.19 0.65 0.23
H -0.5957 1.4200 0.8709 -0.15 0.45 0.47
```
Positions in Å, forces in eV/Å.

Löwdin atomic charge list, values in e, 8 entries: 0.0469, -0.2712, -0.1742, -0.1595, -0.4240, 0.0243, 0.0956, 0.1291

***

[3]
The following is a quantum chemistry calculation of a cluster of 2 separate species, CH3NOS in total, from the OMol25 dataset.

Output
Kohn-Sham gap in hartree: 0.339
E_tot in Ha: -567.9529
ΔE to the lowest compared entry with this formula, charge and spin in eV: 4.024
LUMO in Ha: 0.0100

```
7
Properties=species:S:1:pos:R:3:forces:R:3
C -0.1735 -1.1803 0.6717 -2.24 3.35 1.92
N 0.2297 0.8486 -0.7636 -0.15 1.34 -3.05
O -0.3872 -2.1167 1.3088 0.07 -1.45 0.68
S 0.6174 -0.7639 -0.7275 1.08 0.75 -1.08
H -0.7688 0.5017 1.2282 0.81 -2.73 -0.61
H 0.1672 1.2447 -1.7634 0.08 -0.77 2.62
H 0.3152 1.4658 0.0457 0.36 -0.49 -0.49
```
Positions in Å, forces in eV/Å.

The Löwdin scheme yields these atomic charges, measured in e: -0.7118, -0.4373, 0.0321, 0.8863, 0.1416, 0.0818, 0.0073

***

[4]
The following is a quantum chemistry calculation of a cluster of 7 separate species, C39H89N3O7 in total, from the OMol25 dataset.

Output
Kohn-Sham gap (spin up / spin down) in hartree: 0.250 / 0.105
2S+1: 2
E_tot in Ha: -2229.7855
ΔE to the lowest compared entry with this formula, charge and spin in eV: 0.000
LUMO (spin up / spin down) in Ha: -0.1000 / -0.2456
Net charge: +1

```
138
Properties=species:S:1:pos:R:3:forces:R:3
C 0.4054 5.1352 6.4495 0.33 -0.54 -1.30
C -0.2911 5.7398 5.1617 -0.41 1.48 -0.09
C 0.0372 7.2931 4.9454 1.30 -1.10 -0.43
C 1.3996 7.4867 4.3185 0.35 -0.09 0.04
C 1.5277 6.8784 2.9595 -0.66 -0.22 -0.23
C 1.1492 5.3654 2.9281 1.28 0.51 -0.08
N -0.0764 5.1163 3.7818 0.17 1.86 0.02
O -0.5820 3.8064 3.6773 0.76 0.40 0.29
C 0.8582 5.0117 1.4204 -0.63 -0.49 1.35
C 2.4357 4.6317 3.4257 -0.69 -0.44 -0.17
C -1.8244 5.7443 5.4013 0.61 -0.42 -0.03
H 0.3277 5.7457 7.3492 -0.26 0.25 -0.28
H 1.4592 4.8930 6.3118 0.22 0.39 -0.19
H -0.0089 4.1546 6.6838 -0.44 -0.01 0.00
H -0.6324 7.7083 4.1923 -0.61 0.00 0.50
H 0.1194 7.8881 5.8550 -0.95 -0.31 0.29
H 2.1654 7.0408 4.9533 0.19 0.19 0.25
H 1.6329 8.5405 4.1663 -0.01 0.19 0.52
H 2.5482 7.1219 2.6638 0.25 -0.86 -0.37
H 0.9371 7.4341 2.2312 -0.49 -0.02 0.05
H 1.6174 5.2764 0.6845 0.32 0.29 0.48
H 0.7026 3.9356 1.3436 -0.16 -0.08 -0.09
H -0.0707 5.5158 1.1535 -0.04 -0.08 -0.09
H 2.7740 4.9332 4.4170 -0.19 0.25 0.00
H 2.2571 3.5582 3.4873 0.02 -0.17 -0.08
H 3.2600 4.8053 2.7339 -0.04 -0.03 -0.09
H -2.1042 6.2021 6.3501 0.32 0.45 -0.03
H -2.2289 4.7368 5.4992 -0.02 -0.07 -0.56
H -2.2223 6.3124 4.5605 -0.55 -0.36 0.18
H 0.0688 3.3246 4.1930 0.01 -1.06 0.11
C 2.0917 -4.0626 0.8554 0.67 -1.50 1.01
C 1.3579 -4.2746 2.2250 -1.96 2.96 -0.94
C 0.4706 -2.9794 2.3992 -2.30 -0.80 0.18
C -0.8150 -2.9920 1.5327 0.97 -0.24 -0.19
C -1.6467 -4.2590 1.7460 0.63 0.19 -0.41
C -0.8554 -5.6265 1.5952 -2.58 1.41 0.55
N 0.4381 -5.4651 2.2567 0.81 -0.85 -0.75
O 1.0236 -6.6712 2.6490 -0.39 1.76 -0.82
C -1.7459 -6.6338 2.3299 0.86 -1.48 0.68
C -0.7095 -6.0247 0.1407 0.77 0.01 -0.63
C 2.2071 -4.3507 3.4162 1.30 -0.52 0.84
H 1.7602 -3.2402 0.2215 -0.74 -0.61 -0.12
H 2.1177 -5.0858 0.4805 0.08 0.41 -1.21
H 3.1375 -3.8197 1.0433 0.06 -0.06 0.45
H 0.0277 -2.9488 3.3947 0.65 -0.05 0.51
H 1.0322 -2.0594 2.2366 0.33 -0.33 -0.02
H -0.4765 -2.8643 0.5046 -0.48 -0.16 -0.34
H -1.4543 -2.1397 1.7630 0.20 0.14 0.05
H -2.4886 -4.2199 1.0548 0.17 -0.44 -0.33
H -2.1527 -4.2723 2.7113 0.40 0.19 0.31
H -1.8745 -6.3551 3.3758 -0.19 0.13 -0.01
H -2.7169 -6.8719 1.8957 -0.02 0.98 -0.32
H -1.3178 -7.6362 2.3412 0.43 -0.04 0.00
H -0.1565 -6.9610 0.0663 0.00 -0.03 -0.11
H -1.6942 -6.1543 -0.3085 -0.03 -0.03 0.27
H -0.2015 -5.2540 -0.4391 0.08 -0.03 0.02
H 2.9756 -5.1039 3.2425 0.05 -0.12 0.63
H 1.5686 -4.5298 4.2813 0.28 -0.39 0.21
H 2.7043 -3.4084 3.6464 -0.04 0.08 -0.43
H 0.7348 -6.7549 3.5607 -0.04 -0.52 0.74
C -3.2250 -2.8106 -3.9382 0.24 -0.65 0.27
C -1.6559 -2.7594 -3.7909 -2.35 0.23 -0.25
C -1.0630 -3.7548 -4.8134 0.10 1.18 -0.65
C -1.1677 -3.3241 -6.3343 0.29 0.95 2.13
C -0.6785 -1.8493 -6.5117 -0.02 -0.93 0.58
C -1.1414 -0.8064 -5.4298 -2.78 -0.48 -0.51
N -1.1751 -1.3830 -4.0302 2.31 -2.48 -3.22
O -1.6422 -0.5031 -3.1275 -0.80 1.22 1.19
C -0.1748 0.3364 -5.5360 1.61 0.69 0.12
C -2.6125 -0.2934 -5.9247 1.75 0.13 0.78
C -1.3237 -3.2343 -2.3321 0.36 0.93 -0.99
H -3.7929 -1.9118 -3.6977 0.53 0.37 -0.23
H -3.6255 -3.5239 -3.2179 -0.01 -0.43 -0.14
H -3.4655 -3.1656 -4.9403 -0.35 0.17 0.07
H 0.0008 -3.8437 -4.5931 0.02 -0.33 0.10
H -1.5914 -4.6954 -4.6580 0.26 -0.18 -0.01
H -2.2119 -3.4001 -6.6376 0.15 -0.21 -0.34
H -0.5011 -4.0023 -6.8669 -0.40 0.03 -0.38
H -0.9638 -1.5420 -7.5178 -0.37 0.42 0.16
H 0.4087 -1.8171 -6.5833 0.26 -0.26 0.43
H 0.7679 0.1001 -5.0424 0.11 -0.41 0.22
H 0.1427 0.4644 -6.5709 -0.34 0.09 -0.22
H -0.3654 1.3395 -5.1544 -0.95 -0.18 0.13
H -2.4374 0.2460 -6.8556 -0.20 -0.56 -0.43
H -3.3105 -1.1291 -5.9761 0.03 0.25 -0.36
H -3.0146 0.5058 -5.3021 0.06 -0.37 0.54
H -2.0265 -2.8405 -1.5978 0.09 0.38 -0.08
H -0.3245 -2.8256 -2.1815 0.21 -0.25 0.63
H -1.3484 -4.3163 -2.2027 0.12 -0.07 -0.48
H -0.8297 -0.4119 -2.6244 0.12 0.75 1.00
C -5.6238 4.0121 -3.0250 1.02 -0.33 -0.77
C -4.0472 3.9007 -3.1924 -1.31 1.23 1.63
C -3.5314 2.4904 -3.0994 -0.05 0.01 0.05
O -3.6236 4.6264 -4.3228 -0.14 -0.51 -0.35
H -6.0312 4.9863 -3.2955 0.53 0.39 0.47
H -5.9388 3.7287 -2.0208 -0.06 -0.05 -0.13
H -6.1153 3.3960 -3.7779 -0.01 -0.66 0.14
H -3.6304 4.4437 -2.3441 0.10 0.17 0.08
H -3.8252 2.0824 -2.1323 -0.39 -0.29 -0.14
H -2.4431 2.4404 -3.0675 0.05 0.15 -0.45
H -3.9279 1.9123 -3.9341 0.10 -0.35 0.17
H -4.1993 4.2793 -5.0082 0.16 0.25 -0.66
C 2.9212 0.7117 4.2315 -1.39 -0.22 0.07
C 1.4359 0.2854 4.3730 0.68 1.08 -0.11
C 1.2815 -0.8698 5.2897 0.31 -1.68 0.50
O 0.7387 1.4162 4.9522 0.32 -0.21 -0.58
H 3.1692 1.0731 5.2295 0.49 0.24 -0.23
H 2.9875 1.4735 3.4548 0.26 0.16 0.32
H 3.5556 -0.1304 3.9551 -0.04 -0.02 0.03
H 1.0178 0.0541 3.3933 -0.13 0.12 -0.21
H 1.1463 -0.5332 6.3176 -0.06 -0.12 0.02
H 2.1562 -1.5201 5.2808 0.40 0.19 0.11
H 0.5169 -1.5905 4.9998 -0.60 0.44 0.18
H -0.0127 1.0673 5.4371 -0.20 0.12 0.00
C 2.1588 0.3457 0.2812 -0.81 -0.20 0.19
C 0.9746 0.6821 -0.6312 0.76 1.18 0.68
C 1.1472 1.9331 -1.4219 -0.01 1.46 0.21
O 0.6983 -0.3954 -1.4355 -1.03 -1.37 -0.96
H 1.9269 -0.6743 0.5875 0.23 -0.15 0.64
H 2.2058 1.0152 1.1401 0.10 -0.09 0.01
H 3.1314 0.2950 -0.2084 -0.11 0.33 -0.29
H 0.0529 0.8889 -0.0874 0.08 -0.25 0.78
H 0.2166 2.0898 -1.9673 0.33 0.07 -0.60
H 2.0644 2.0773 -1.9928 -0.15 -0.63 -0.48
H 1.1922 2.7766 -0.7330 -0.14 0.10 0.31
H 1.4649 -0.9718 -1.4761 0.43 -0.25 -0.54
C 3.8915 -1.0499 -4.2035 1.28 0.46 0.02
C 2.8010 -1.8525 -3.6196 -0.24 -0.30 -0.72
C 2.6761 -3.2758 -4.0572 -0.04 -1.96 0.24
O 2.8354 -1.7906 -2.1930 -1.01 0.05 0.62
H 3.7700 -0.9561 -5.2826 0.17 0.04 0.05
H 4.8680 -1.4683 -3.9594 0.21 -0.28 -0.30
H 3.9156 -0.0667 -3.7336 -0.29 0.21 -0.25
H 1.8968 -1.4046 -4.0317 -0.53 0.35 1.08
H 3.4858 -3.9559 -3.7927 0.60 0.36 0.20
H 2.4926 -3.5130 -5.1051 -0.02 0.76 -0.22
H 1.8322 -3.7185 -3.5281 -0.24 0.14 0.06
H 3.6892 -1.9115 -1.7710 0.37 -0.07 -0.68
```
Positions in Å, forces in eV/Å.

Löwdin atomic charge list, values in e, 8 entries: -0.0221, -0.4215, -0.1267, -0.2254, -0.1699, -0.4388, -0.0954, -0.0184